[1]
81
Properties=species:S:1:pos:R:3 method="wB97M-V/def2-TZVPD" e_homo_ev="-1.145 / -2.303" s2=3.787 e_above_lowest_kj_mol=0.0 lumo_energy_ev="4.347 / 4.345" total_charge=-2 multiplicity=4
Mo 1.3781 -1.0966 0.4916
S 0.4330 -3.8048 -3.0996
Sb 2.6391 -3.9724 -2.5207
S 1.9854 -0.3832 -1.9080
S 3.1778 -1.8158 -1.1548
N -0.0623 -2.7777 0.0293
N -1.0614 -2.7843 1.0298
C -0.7845 -2.1492 2.2586
O -1.5651 -2.3646 3.1864
O 0.2579 -1.3962 2.2810
H -0.4891 -2.6902 -0.8849
H 0.4772 -3.6438 0.0266
H -1.5972 -3.6291 1.1122
N -0.1657 0.0574 0.1888
P -1.0218 1.0468 -0.5745
N -2.0344 0.4388 -1.8041
C -1.3546 -0.3096 -2.8799
C -2.3102 -0.4790 -4.0549
C -3.5362 -1.2720 -3.6050
C -4.1765 -0.6017 -2.3879
C -3.1410 -0.3877 -1.2885
N -2.1314 1.7710 0.4616
C -2.8131 2.9865 0.0328
C -3.8208 3.4058 1.0948
C -3.0980 3.7857 2.3973
C -1.8682 2.8838 2.6373
C -2.0178 1.5533 1.9122
N -0.2992 2.3738 -1.3190
C 0.7377 3.0171 -0.4791
C 1.9741 3.3582 -1.2950
C 1.6221 4.3559 -2.4108
C 0.1992 4.1012 -2.9491
C -0.1949 2.6422 -2.7478
H -1.0423 -1.3031 -2.5345
H -0.4508 0.2025 -3.1862
H -1.7969 -0.9888 -4.8746
H -2.6196 0.5134 -4.4069
H -3.2128 -2.2827 -3.3297
H -4.2618 -1.3663 -4.4190
H -4.9983 -1.2130 -2.0007
H -4.5896 0.3707 -2.6797
H -2.7672 -1.3651 -0.9482
H -3.5814 0.1084 -0.4274
H -3.3107 2.7935 -0.9217
H -2.1038 3.8117 -0.1363
H -4.5057 2.5727 1.2752
H -4.4140 4.2472 0.7295
H -3.7954 3.7037 3.2358
H -2.7825 4.8322 2.3424
H -1.7295 2.7015 3.7043
H -0.9618 3.3715 2.2690
H -2.9003 1.0227 2.2920
H -1.1582 0.9111 2.0837
H 1.0044 2.3444 0.3347
H 0.3319 3.9397 -0.0309
H 2.3720 2.4329 -1.7160
H 2.7402 3.7643 -0.6336
H 2.3504 4.2653 -3.2213
H 1.6885 5.3794 -2.0296
H 0.1322 4.3505 -4.0114
H -0.5246 4.7260 -2.4164
H 0.5592 2.0111 -3.2409
H -1.1627 2.4386 -3.2072
O 3.1593 -1.2517 3.3987
C 3.1725 -2.2990 2.8159
N 2.4353 -2.6552 1.6643
C 2.6583 -3.9796 1.4229
O 2.1293 -4.6588 0.5689
C 3.6510 -4.5257 2.4063
C 4.1978 -5.7805 2.5588
C 5.1317 -5.9617 3.5765
C 5.4893 -4.9081 4.4131
C 4.9001 -3.6547 4.2641
C 3.9802 -3.4963 3.2502
H 3.9089 -6.5921 1.9006
H 5.5896 -6.9327 3.7246
H 6.2408 -5.0671 5.1772
H 5.1506 -2.8215 4.9105
Se 4.4147 2.5185 1.8580
C 3.3301 1.2011 1.3787
N 2.6130 0.3495 1.0394


[2]
66
Properties=species:S:1:pos:R:3 method="wB97M-V/def2-TZVPD" e_homo_ev="-4.401 / -4.403" s2=15.763 e_above_lowest_kj_mol=325.9 lumo_energy_ev="-0.583 / -0.603" total_charge=0 multiplicity=8
P -5.1306 1.7901 -1.2726
P -2.9411 0.8848 -4.6007
C -5.2230 1.9961 -3.0605
C -4.7093 0.8919 -4.0095
H -4.8436 2.9888 -3.3321
H -6.3196 2.0672 -3.1964
H -4.9580 -0.1215 -3.6335
H -5.3146 0.9907 -4.9291
C -2.9441 2.1031 -5.9603
H -1.9311 2.2305 -6.3654
H -3.2620 3.0880 -5.6023
H -3.6295 1.8098 -6.7702
C -2.4311 -0.7827 -5.1404
H -2.6377 -0.9140 -6.2194
H -2.9874 -1.5786 -4.6082
H -1.3501 -0.9562 -4.9620
C -5.8382 3.2130 -0.4482
H -5.6143 3.1294 0.6251
H -6.9269 3.2347 -0.5834
H -5.4250 4.1426 -0.8529
C -5.9955 0.2441 -0.8477
H -5.7189 -0.5787 -1.5297
H -7.0905 0.3790 -0.9164
H -5.7323 -0.0349 0.1903
Eu -0.8554 -2.0413 -0.7505
C -1.5767 1.5002 -3.5149
C -1.4350 2.9263 -3.3624
C -2.1229 3.7316 -2.4007
C -1.6348 3.5106 -0.9229
C -2.5704 2.7258 -0.1528
C -3.4155 1.6604 -0.6244
C -2.7217 0.3920 -1.2969
C -1.4889 0.5781 -2.1779
C -0.6024 -1.0771 1.4247
H -0.5799 1.2909 -4.0154
H -0.6200 3.3720 -3.9286
H -3.2022 3.4921 -2.4337
H -2.0253 4.7944 -2.6780
H -0.5994 3.1079 -0.9488
H -1.5947 4.5197 -0.4645
H -2.7184 2.9348 0.9170
H -3.8068 1.2732 0.3473
H -3.4567 -0.2172 -1.8502
H -2.4573 -0.2449 -0.3908
H -0.6330 0.9284 -1.5727
H -1.1844 -0.4291 -2.5742
H -0.4512 -1.9466 2.0829
H -1.4711 -0.4795 1.7240
H 0.3051 -0.4605 1.4262
C 3.9728 -3.5556 0.9712
C 2.7469 -4.0648 0.4833
C 1.9613 -3.3062 -0.3998
C 2.2789 -1.9270 -0.6192
C 1.3873 -0.9964 -1.2097
C 1.7898 0.2983 -1.4574
C 3.0383 0.8013 -0.9521
C 3.8877 -0.0528 -0.2818
C 3.5441 -1.4143 -0.0926
C 4.3654 -2.2655 0.6632
H 4.6351 -4.1687 1.5980
H 2.4101 -5.0595 0.8070
H 1.1294 -3.7828 -0.9755
H 1.1776 0.9759 -2.0700
H 3.3211 1.8447 -1.1012
H 4.8601 0.2854 0.0942
H 5.3187 -1.8393 1.0285


[3]
69
Properties=species:S:1:pos:R:3 method="wB97M-V/def2-TZVPD" e_homo_ev=-8.572 e_above_lowest_kj_mol=102.4 smiles="COCCC(=O)N1CCC(Oc2ccc(C(=O)N(C)CCCC3CCCC3)cc2)CC1" lumo_energy_ev=0.664 total_charge=0
C 4.0504 -3.4258 10.3903
O 3.7978 -3.8145 9.0663
C 2.7090 -3.1256 8.4919
C 2.5225 -3.6325 7.0661
C 1.3612 -2.9189 6.3952
O 0.7194 -2.0573 6.9653
N 1.0557 -3.3104 5.1328
C 1.7964 -4.2330 4.3062
H 2.5443 -4.7626 4.8912
C 2.4653 -3.4875 3.1488
H 3.0020 -4.1883 2.5091
H 3.1806 -2.7607 3.5359
C 1.4108 -2.7426 2.3273
C 0.6180 -1.8112 3.2516
C 0.0159 -2.6100 4.4065
H -0.4881 -1.9469 5.1109
H -0.7030 -3.3430 4.0226
H -0.1721 -1.3013 2.6995
H 1.2981 -1.0541 3.6463
O 2.1038 -2.0227 1.3236
C 1.4525 -1.5914 0.2094
C 0.1084 -1.7977 -0.0816
C -0.4227 -1.3245 -1.2696
C 0.3583 -0.6201 -2.1723
C 1.7053 -0.4175 -1.8819
C 2.2447 -0.8970 -0.7086
H 3.2879 -0.7536 -0.4753
H 2.3325 0.1096 -2.5860
C -0.2212 -0.1974 -3.4876
O -0.5231 -1.0247 -4.3295
N -0.3645 1.1335 -3.6929
C -0.1456 2.1422 -2.6885
H 0.2744 1.6979 -1.7898
H -1.0875 2.6313 -2.4264
H 0.5458 2.8997 -3.0676
C -0.8836 1.5889 -4.9686
H -0.2756 2.4350 -5.3021
C -2.3696 1.9824 -4.9104
H -2.8842 1.5555 -5.7714
C -2.6093 3.4938 -4.8875
C -2.3909 4.1505 -6.2552
C -2.3078 5.6755 -6.1501
C -3.7648 6.1273 -6.0397
H -4.0749 6.1288 -4.9944
H -3.9029 7.1364 -6.4257
C -4.5727 5.0896 -6.8386
H -4.9905 5.5276 -7.7444
H -5.4064 4.7131 -6.2462
C -3.5916 3.9578 -7.1875
H -3.2630 4.0545 -8.2230
H -4.0487 2.9762 -7.0742
H -1.8631 6.0763 -7.0625
H -1.7064 6.0080 -5.3044
H -1.4809 3.7414 -6.7019
H -1.9402 3.9575 -4.1597
H -3.6329 3.6850 -4.5626
H -2.8085 1.5269 -4.0202
H -0.7454 0.7578 -5.6626
H -1.4630 -1.5044 -1.4965
H -0.5382 -2.3322 0.5962
H 0.7364 -3.4794 1.8659
H 1.0920 -4.9710 3.9011
H 2.3373 -4.7075 7.1000
H 3.4454 -3.4569 6.5105
H 1.7921 -3.2985 9.0737
H 2.8987 -2.0424 8.4834
H 4.9019 -4.0117 10.7307
H 3.1861 -3.6260 11.0360
H 4.2922 -2.3573 10.4527


[4]
69
Properties=species:S:1:pos:R:3 method="wB97M-V/def2-TZVPD" e_homo_ev=-8.103 e_above_lowest_kj_mol=9.8 smiles="CCc1ccc2[nH]c(=O)c(CN(CCN(CC)CC)C(=O)NC3CCCCC3)cc2c1" lumo_energy_ev=0.251 total_charge=0
C 5.2251 3.2455 -1.3564
H 4.8280 2.2718 -1.6342
H 6.0698 3.4734 -2.0019
H 5.5780 3.1904 -0.3289
C 4.1428 4.3185 -1.4926
C 2.9767 4.0062 -0.5991
C 1.9099 3.2619 -1.0582
C 0.8382 2.9349 -0.2207
C 0.8583 3.3759 1.1161
C 1.9405 4.1228 1.5833
C 2.9793 4.4290 0.7341
H 3.8126 5.0103 1.1010
H 1.9525 4.4576 2.6106
N -0.1931 3.0532 1.9315
C -1.2931 2.3083 1.5711
O -2.1567 2.0589 2.3982
C -1.3057 1.8659 0.1801
C -0.2868 2.1698 -0.6548
H -0.3138 1.8138 -1.6751
C -2.4610 1.0056 -0.2557
N -2.1267 -0.4099 -0.2222
C -1.6787 -0.9735 -1.3909
O -1.6048 -0.3398 -2.4304
N -1.3211 -2.2909 -1.3138
H -1.6297 -2.8265 -0.5190
C -1.0390 -3.0542 -2.5124
C -2.2673 -3.8358 -2.9876
C -1.9393 -4.6270 -4.2498
C -0.7716 -5.5762 -3.9983
C 0.4523 -4.7993 -3.5228
C 0.1273 -4.0093 -2.2586
H 1.0004 -3.4403 -1.9334
H -0.1438 -4.7003 -1.4555
H 0.7688 -4.1083 -4.3068
H 1.2783 -5.4865 -3.3271
H -0.5324 -6.1220 -4.9131
H -1.0552 -6.3075 -3.2375
H -2.8171 -5.1916 -4.5709
H -1.6759 -3.9322 -5.0498
H -3.0837 -3.1375 -3.1810
H -2.5856 -4.5218 -2.1969
H -0.7617 -2.3206 -3.2760
C -1.9130 -0.9917 1.0845
H -2.3762 -1.9820 1.1527
H -2.4157 -0.3512 1.8098
C -0.4222 -1.1017 1.4591
N -0.2848 -1.6000 2.8149
C -0.3195 -0.5461 3.8150
C 0.9622 0.2851 3.9636
H 0.7776 1.1092 4.6479
H 1.7770 -0.3138 4.3635
H 1.2755 0.6959 3.0053
H -1.1441 0.1198 3.5556
H -0.5619 -1.0043 4.7765
C 0.7807 -2.5744 2.9785
H 0.6584 -3.3127 2.1802
H 1.7843 -2.1291 2.8644
C 0.6955 -3.3014 4.3162
H 0.9777 -2.6541 5.1417
H -0.3192 -3.6542 4.4795
H 1.3680 -4.1559 4.3093
H 0.0682 -1.7865 0.7636
H 0.0476 -0.1168 1.3227
H -3.3111 1.1756 0.4103
H -2.7343 1.2411 -1.2861
H -0.1719 3.3683 2.8945
H 1.8855 2.9206 -2.0828
H 4.5634 5.2899 -1.2254
H 3.8103 4.3639 -2.5311


[5]
78
Properties=species:S:1:pos:R:3 method="wB97M-V/def2-TZVPD" e_homo_ev="-16.452 / -16.455" e_above_lowest_kj_mol=64.3 lumo_energy_ev="-10.838 / -10.845" total_charge=+3
Tc -0.0094 -0.8957 -0.6068
C -4.1302 -1.4737 -2.6857
Si -2.4464 -2.0639 -2.2758
C -2.4755 -2.7864 -0.5352
C -1.5829 -3.0342 -3.5814
N -1.2683 -0.6072 -1.9272
C -1.7329 0.6894 -2.3041
C -2.3695 1.0030 -3.5028
C -2.8491 2.2849 -3.7062
C -2.7147 3.2616 -2.7190
C -2.0381 2.9799 -1.5350
C -1.5571 1.7109 -1.3992
F -0.8490 1.3435 -0.2802
H -4.8417 -2.2169 -2.3017
H -4.2950 -1.3933 -3.7646
H -4.3726 -0.5104 -2.2287
H -2.1083 -3.8198 -0.5156
H -3.5031 -2.7984 -0.1620
H -1.8873 -2.2123 0.2110
H -1.4879 -4.0878 -3.2980
H -0.5844 -2.6414 -3.7888
H -2.1600 -3.0032 -4.5101
H -2.4600 0.2500 -4.2825
H -3.3476 2.5247 -4.6368
H -3.1292 4.2498 -2.8713
H -1.8933 3.7214 -0.7567
S 1.5476 -3.8651 1.6207
As 2.2089 -5.6693 0.9918
S 2.4100 -3.3918 -1.4977
S 0.5003 -3.0033 -1.0272
S 2.4688 -5.3940 -1.2664
C -0.0875 -1.5401 5.7389
N 0.7254 -1.3288 4.5320
N 0.1576 -1.1666 3.2896
C 1.1628 -1.0247 2.3907
O 0.9076 -0.8812 1.1168
C 2.3702 -1.1053 3.0661
C 2.0556 -1.3035 4.4060
C 2.9696 -1.4443 5.5776
C -1.2577 -1.0215 3.0474
C -2.0926 -2.1242 3.1874
C -3.4426 -1.9928 2.8860
C -3.9421 -0.7715 2.4460
C -3.0948 0.3269 2.3129
C -1.7415 0.2040 2.6106
H -1.0215 -0.9957 5.6474
H 0.4586 -1.1562 6.5940
H -0.2989 -2.5975 5.8866
H 3.3608 -1.0356 2.6410
H 3.9743 -1.6783 5.2362
H 2.6396 -2.2287 6.2587
H 3.0146 -0.5081 6.1383
H -1.6905 -3.0718 3.5354
H -4.1054 -2.8439 3.0038
H -4.9992 -0.6690 2.2233
H -3.4921 1.2876 1.9992
H -1.0731 1.0584 2.5449
C 4.5763 3.1694 -1.1124
Ge 2.8596 3.7711 -1.7839
C 1.7476 4.4347 -0.3385
C 2.9683 4.8811 -3.3539
C 1.7870 2.1499 -2.3924
Se 1.9240 0.8231 -1.0245
C 3.3978 -0.1936 -1.7446
H 5.0545 4.0205 -0.6232
H 5.2339 2.8414 -1.9201
H 4.4760 2.3755 -0.3690
H 2.3223 5.1238 0.2832
H 1.4037 3.6114 0.2931
H 0.8816 4.9739 -0.7292
H 3.4178 5.8366 -3.0749
H 1.9787 5.0708 -3.7710
H 3.5988 4.4100 -4.1087
H 2.1089 1.7565 -3.3552
H 0.7618 2.5185 -2.4560
H 4.2685 0.4587 -1.7745
H 3.1504 -0.5455 -2.7434
H 3.5834 -1.0264 -1.0742


[6]
75
Properties=species:S:1:pos:R:3 method="wB97M-V/def2-TZVPD" e_homo_ev=-13.095 lumo_energy_ev=-5.282 total_charge=+2
Fe -0.3858 -1.1507 0.8561
C 0.4668 -3.9206 0.7671
C 1.7095 -3.0549 0.8220
N 1.4248 -1.7719 1.5086
C 1.5236 -1.7878 2.9871
C 0.3203 -2.4131 3.6696
S -1.2487 -1.8125 2.9443
C -2.0513 -3.3686 2.4133
C -1.9730 -3.5924 0.9032
N -0.6964 -3.1026 0.3581
H 0.2557 -4.3515 1.7429
H 0.6225 -4.7603 0.0870
H 2.0168 -2.8061 -0.1945
H 2.5319 -3.5932 1.3002
H 2.1240 -1.1068 1.1919
H 1.6032 -0.7461 3.2970
H 2.4340 -2.2993 3.3123
H 0.3256 -2.1468 4.7251
H 0.3249 -3.4990 3.6144
H -3.0910 -3.3229 2.7330
H -1.5921 -4.1759 2.9812
H -2.7662 -3.0395 0.4039
H -2.1244 -4.6537 0.6863
H -0.7431 -3.0774 -0.6571
C -3.4228 -0.3003 0.5662
O -2.1507 -0.5900 -0.0316
C -1.9397 -0.1252 -1.3219
C -2.9240 0.4346 -2.0957
C -2.6116 0.8710 -3.3887
Br -3.9608 1.6459 -4.4456
C -1.3390 0.7345 -3.8724
C -0.3324 0.1566 -3.0786
C -0.6085 -0.2913 -1.7721
O 0.2932 -0.8175 -0.9737
C 1.0110 0.0279 -3.6009
N 2.0348 -0.5063 -2.9334
C 3.1865 -0.4666 -3.7163
C 4.4884 -0.8878 -3.4823
C 5.3926 -0.6906 -4.5072
C 5.0139 -0.0985 -5.7213
C 3.7183 0.3183 -5.9539
C 2.8136 0.1199 -4.9205
N 1.4531 0.4090 -4.8066
H -3.6294 0.7678 0.5136
H -3.3566 -0.6077 1.6051
H -4.2102 -0.8589 0.0592
H -3.9356 0.5472 -1.7346
H -1.1272 1.0801 -4.8750
H 1.8729 -0.8551 -1.9929
H 4.7844 -1.3457 -2.5486
H 6.4194 -1.0009 -4.3735
H 5.7570 0.0333 -6.4951
H 3.4288 0.7731 -6.8911
H 0.8863 0.8382 -5.5189
C 0.2755 4.7438 2.5872
Ge -1.3385 3.7310 3.0021
C -2.9465 4.8041 2.7923
C -1.2092 2.9002 4.7589
C -1.5032 2.2123 1.7095
Se 0.1100 1.1225 1.6006
C 0.9294 2.0093 0.0797
H 0.3880 5.5564 3.3049
H 0.2246 5.1853 1.5913
H 1.1661 4.1187 2.6622
H -2.9215 5.6515 3.4770
H -3.8396 4.2194 3.0124
H -3.0249 5.1926 1.7769
H -1.0645 3.6566 5.5298
H -0.3607 2.2161 4.7988
H -2.1190 2.3477 4.9953
H -1.7467 2.5270 0.6919
H -2.2919 1.5435 2.0568
H 1.1672 3.0284 0.3624
H 0.2453 1.9963 -0.7649
H 1.8425 1.4758 -0.1703


no.,total energy (eV)
1,-162178.6516
2,-64436.5948
3,-37712.4855
4,-36599.6148
5,-271886.7802
6,-273729.8629